1.
Entry from OMol25: a cluster of 10 separate species, C35H69Br18IN2O4 in total (wB97M-V/def2-TZVPD).

ORCA input file:
```
! RIJCOSX wB97M-V def2-TZVPD def2/J DEFGRID3
* xyz 0 1
C 4.756 1.397 -4.928
C 3.398 1.433 -5.650
N 2.409 0.446 -5.223
C 1.774 0.828 -3.948
C 0.673 1.858 -4.255
N -0.637 1.556 -3.647
O -0.520 1.043 -2.335
C -0.552 2.121 -1.373
C 0.280 1.709 -0.153
C 1.718 2.250 -0.266
C -0.411 2.158 1.149
C -0.791 1.057 2.158
C 0.365 0.109 2.492
C -1.260 1.742 3.451
C -1.503 0.801 -4.424
O -1.879 1.167 -5.513
O -1.875 -0.355 -3.825
C -1.214 -1.523 -4.374
C -1.856 -2.692 -3.660
C -3.039 -3.286 -4.429
I -0.371 -4.160 -3.207
C 2.846 -0.914 -5.311
C 3.546 -1.545 -4.132
O 2.658 -1.535 -6.330
H 5.391 0.670 -5.443
H 4.673 1.048 -3.897
H 5.273 2.353 -4.964
H 3.591 1.264 -6.713
H 2.959 2.430 -5.588
H 1.364 -0.053 -3.459
H 2.511 1.281 -3.275
H 0.521 1.868 -5.334
H 0.975 2.872 -3.981
H -0.143 3.007 -1.854
H -1.593 2.289 -1.095
H 0.331 0.616 -0.202
H 1.806 3.191 0.281
H 2.452 1.569 0.165
H 1.988 2.476 -1.299
H 0.224 2.877 1.673
H -1.327 2.704 0.900
H -1.630 0.474 1.756
H 0.863 -0.302 1.608
H -0.006 -0.745 3.061
H 1.115 0.607 3.113
H -1.623 1.021 4.193
H -2.043 2.474 3.246
H -0.422 2.299 3.883
H -0.143 -1.454 -4.183
H -1.395 -1.576 -5.450
H -2.230 -2.321 -2.697
H -2.694 -3.954 -5.218
H -3.691 -3.851 -3.764
H -3.581 -2.445 -4.868
H 4.603 -1.273 -4.193
H 3.445 -2.625 -4.194
H 3.183 -1.179 -3.173
Br -3.788 -1.806 4.869
C -5.279 -0.579 4.617
C -5.426 -0.151 3.182
Br -4.105 1.176 2.662
H -5.118 0.258 5.289
H -6.159 -1.131 4.934
H -6.389 0.334 3.038
H -5.323 -0.979 2.488
Br 4.783 1.159 4.841
C 4.389 2.946 4.192
C 3.698 3.788 5.230
Br 1.832 3.288 5.444
H 3.789 2.826 3.298
H 5.349 3.385 3.932
H 3.691 4.831 4.924
H 4.162 3.695 6.206
Br 5.929 7.362 -5.009
C 4.851 6.112 -6.033
C 3.504 5.878 -5.402
Br 3.626 4.738 -3.830
H 5.429 5.197 -6.114
H 4.731 6.558 -7.017
H 2.849 5.357 -6.096
H 3.033 6.800 -5.079
Br -7.797 -2.051 7.510
C -9.372 -0.927 7.328
C -9.551 -0.455 5.910
Br -8.270 0.935 5.456
H -9.249 -0.101 8.022
H -10.217 -1.540 7.632
H -10.534 -0.013 5.769
H -9.405 -1.259 5.194
Br 3.140 -2.327 2.696
C 2.175 -3.544 1.529
C 2.274 -3.140 0.081
Br 1.158 -1.599 -0.302
H 1.149 -3.553 1.883
H 2.623 -4.523 1.682
H 1.908 -3.939 -0.563
H 3.287 -2.873 -0.205
Br 8.795 -4.173 4.515
C 7.460 -3.393 3.336
C 6.824 -2.166 3.932
Br 5.548 -2.608 5.328
H 6.734 -4.173 3.132
H 7.989 -3.136 2.421
H 6.254 -1.632 3.175
H 7.554 -1.498 4.376
Br -6.639 3.109 -5.563
C -4.843 2.367 -5.677
C -4.768 1.185 -6.603
Br -5.533 -0.413 -5.803
H -4.550 2.110 -4.664
H -4.214 3.172 -6.048
H -3.728 0.940 -6.800
H -5.298 1.351 -7.535
Br 2.026 -2.085 6.433
C 0.275 -2.094 7.282
C -0.148 -3.507 7.595
Br -0.668 -4.444 5.976
H -0.413 -1.603 6.600
H 0.371 -1.505 8.191
H -1.018 -3.525 8.247
H 0.658 -4.079 8.042
Br -2.739 -4.818 2.595
C -2.854 -4.579 0.673
C -1.912 -3.496 0.211
Br -2.586 -1.729 0.656
H -3.886 -4.341 0.438
H -2.591 -5.541 0.238
H -1.805 -3.535 -0.861
H -0.932 -3.574 0.669
*
```

Summary:
E_HOMO, eV: -9.10
LUMO, eV: 0.1
Structure (SMILES): CCN(CCN(OC[C@@H](C)CC(C)C)C(=O)OC[C@@H](C)I)C(C)=O.BrCCBr.BrCCBr.BrCCBr.BrCCBr.BrCCBr.BrCCBr.BrCCBr.BrCCBr.BrCCBr
Orbital gap, eV: 9.174

Löwdin atomic charge list, values in e, 4 entries: C -0.09; C -0.22; N -0.09; C -0.15

***

2.
Entry from OMol25: a structure of composition C9H19Cl2Cu3O7P (wB97M-V/def2-TZVPD).

ORCA input file:
```
! RIJCOSX wB97M-V def2-TZVPD def2/J DEFGRID3
* xyz 2 2
Cu -1.357 -3.623 -0.193
Cu 3.222 -4.719 -0.571
Cu 1.483 -0.015 -0.772
C 1.044 -2.735 -0.583
O 0.877 -3.930 -0.328
O 0.153 -1.829 -0.813
O 2.166 -2.344 -0.539
Cl 0.808 -7.801 -3.962
C 0.473 -6.980 -2.423
C 1.429 -7.383 -1.302
Cl 3.215 -7.241 -1.892
H -0.571 -7.183 -2.181
H 0.581 -5.936 -2.717
H 1.222 -8.400 -0.968
H 1.361 -6.634 -0.513
C 2.154 4.914 0.952
C 1.467 3.596 1.277
O 0.071 3.727 0.852
P -0.765 2.400 0.343
O -0.110 1.577 -0.767
O -1.147 1.637 1.726
C -1.808 0.311 1.693
C -0.781 -0.595 2.241
O -2.258 3.086 -0.060
C -2.279 4.193 -0.973
C -2.549 5.534 -0.210
H 3.148 4.985 1.395
H 2.118 5.297 -0.068
H 1.659 5.726 1.484
H 2.103 2.880 0.758
H 1.476 3.491 2.362
H -2.786 0.309 2.174
H -1.923 0.018 0.649
H 0.187 -0.119 2.081
H -1.085 -0.674 3.285
H -0.767 -1.535 1.689
H -1.264 4.289 -1.360
H -3.045 4.091 -1.741
H -2.673 6.433 -0.814
H -3.491 5.351 0.307
H -1.761 5.836 0.480
*
```

Summary:
E_HOMO (spin up / spin down), eV: -15.53 / -15.52
LUMO (spin up / spin down), eV: -8.1 / -10.6
Orbital gap (spin up / spin down), eV: 7.473 / 4.885

Löwdin atomic charge list, values in e, 4 entries: Cu 0.78; Cu 0.63; Cu 0.81; C -0.97

***

3.
Entry from OMol25: a structure of composition C5H10FeO3 (wB97M-V/def2-TZVPD).

ORCA input file:
```
! RIJCOSX wB97M-V def2-TZVPD def2/J DEFGRID3
* xyz 0 5
C -0.841 1.887 -0.382
O -2.067 1.106 -0.296
C -2.067 0.081 0.653
C -1.572 -1.258 0.138
O -0.161 -1.244 -0.091
C 0.393 -2.521 -0.366
H -0.955 2.486 -1.303
H -0.843 2.608 0.462
H -3.107 -0.078 0.977
H -1.479 0.364 1.547
H -2.083 -1.526 -0.801
H -1.794 -2.032 0.889
H 1.473 -2.390 -0.500
H 0.211 -3.198 0.480
H -0.066 -2.943 -1.272
Fe 0.758 0.483 -0.482
O 2.343 0.509 0.829
C 2.789 0.608 -0.350
H 3.889 0.821 -0.398
*
```

Summary:
E_HOMO (spin up / spin down), eV: -7.48 / -8.07
LUMO (spin up / spin down), eV: 0.6 / 0.5
Orbital gap (spin up / spin down), eV: 8.116 / 8.618
Energy above the lowest of the compared OMol25 structures with the same formula, charge and spin, kcal per mole: 25.24

Löwdin atomic charge list, values in e, 4 entries: C -0.23; O -0.25; C -0.25; C -0.17

***

4.
Entry from OMol25: a structure of composition C2H2BrI2NO2 (wB97M-V/def2-TZVPD).

ORCA input file:
```
! RIJCOSX wB97M-V def2-TZVPD def2/J DEFGRID3
* xyz 0 1
C -0.903 0.346 0.304
C 1.237 0.415 0.001
N -1.031 -0.953 -0.282
O -0.617 -1.809 0.477
O -1.348 -1.074 -1.383
Br 1.551 0.151 -1.852
I 1.369 2.436 0.570
I 2.015 -1.101 1.264
H -1.191 0.468 1.255
H -1.083 1.122 -0.353
*
```

Summary:
E_HOMO, eV: -9.47
LUMO, eV: -1.1
Orbital gap, eV: 8.379
Energy above the lowest of the compared OMol25 structures with the same formula, charge and spin, kcal per mole: 4.43

Löwdin atomic charge list, values in e, 4 entries: C -0.04; C -1.76; N -0.56; O -0.11

***

5.
Entry from OMol25: a cluster of 2 separate species, C3H10Cl2OSi2 in total (wB97M-V/def2-TZVPD).

ORCA input file:
```
! RIJCOSX wB97M-V def2-TZVPD def2/J DEFGRID3
* xyz 0 1
C -0.295 -1.265 -0.110
C -0.532 -0.784 -1.585
C 0.418 -1.694 -2.465
Si -0.492 1.068 -1.867
O -1.668 1.848 -2.346
H 0.745 -1.277 0.227
H -0.863 -0.727 0.510
H -0.689 -2.233 -0.087
H -1.593 -0.992 -1.903
H 0.240 -1.592 -3.546
H 0.359 -2.642 -2.061
H 1.446 -1.134 -2.361
H 0.637 1.850 -1.435
Cl 1.102 0.699 5.241
Si 0.392 2.176 3.929
Cl 0.515 1.309 2.011
H -0.947 2.164 4.362
H 1.226 3.225 3.483
*
```

Summary:
E_HOMO, eV: -9.89
LUMO, eV: 0.3
Structure (SMILES): CC(C)[SiH]=O.Cl[SiH2]Cl
Orbital gap, eV: 10.193
Energy above the lowest of the compared OMol25 structures with the same formula, charge and spin, kcal per mole: 75.34

Löwdin atomic charge list, values in e, 4 entries: C -0.14; C -0.48; C -0.11; Si 0.61

***

6.
Entry from OMol25: an isolated molecule of C12H12ClNO (wB97M-V/def2-TZVPD).

ORCA input file:
```
! RIJCOSX wB97M-V def2-TZVPD def2/J DEFGRID3
* xyz 0 1
C 3.220 -1.576 0.245
C 2.742 -0.319 0.658
C 2.275 -2.527 -0.136
C 1.411 -0.194 1.057
C 0.955 -2.319 0.067
C 0.494 -1.180 0.706
C -1.360 -0.023 -0.914
C -1.827 1.250 1.122
C -1.675 0.003 1.864
C -2.368 0.888 -0.332
C -0.954 -1.009 0.932
C -2.692 1.899 -1.378
N -0.797 -0.289 -1.982
O -1.476 2.349 1.464
Cl -1.957 -2.419 0.812
H 4.237 -1.787 -0.235
H 3.409 0.515 0.598
H 2.648 -3.491 -0.571
H 1.079 0.749 1.505
H 0.275 -3.143 -0.216
H -1.054 0.284 2.750
H -2.572 -0.513 2.211
H -3.135 0.307 -0.095
H -1.973 1.971 -2.087
H -2.672 2.855 -0.995
H -3.615 1.573 -1.823
H -0.089 -1.130 -1.981
*
```

Summary:
E_HOMO, eV: -7.87
LUMO, eV: 0.6
Orbital gap, eV: 8.483
Energy above the lowest of the compared OMol25 structures with the same formula, charge and spin, kcal per mole: 62.91

Löwdin atomic charge list, values in e, 4 entries: C -0.09; C -0.07; C -0.12; C -0.03

***

7.
Entry from OMol25: a cluster of 2 separate species, C5H8N2 in total (wB97M-V/def2-TZVPD).

ORCA input file:
```
! RIJCOSX wB97M-V def2-TZVPD def2/J DEFGRID3
* xyz 0 1
C -1.684 -1.135 0.502
C -0.720 -0.065 0.087
N 0.119 0.651 0.807
C -0.639 1.353 -0.264
H -2.409 -0.734 1.218
H -1.142 -1.955 0.984
H -2.226 -1.534 -0.359
H -0.110 1.630 -1.179
H -1.353 2.098 0.092
C 2.162 0.412 0.230
C 1.876 -0.411 -0.801
N 1.098 -1.024 -1.493
H 2.413 1.446 0.018
H 2.546 -0.009 1.153
H 0.068 -0.724 -0.993
*
```

Summary:
E_HOMO, eV: -9.05
LUMO, eV: 0.7
Structure (SMILES): CC1=NC1.C=C=N
Orbital gap, eV: 9.795
Energy above the lowest of the compared OMol25 structures with the same formula, charge and spin, kcal per mole: 109.56

Löwdin atomic charge list, values in e, 4 entries: C -0.03; C -0.45; N 0.08; C -0.11

***

8.
Entry from OMol25: the ion C4H6NO2S with charge -1 (wB97M-V/def2-TZVPD).

ORCA input file:
```
! RIJCOSX wB97M-V def2-TZVPD def2/J DEFGRID3
* xyz -1 1
O -0.811 2.197 0.331
C -0.179 1.616 1.189
N -0.006 0.276 1.250
C -0.558 -0.680 0.308
C -1.223 -0.009 -0.928
O -2.390 0.102 -1.203
C 0.455 -1.637 -0.288
S 2.221 -0.935 -0.379
H 0.288 2.117 2.044
H 0.873 -0.100 1.596
H -1.326 -1.281 0.826
H -0.436 0.307 -1.641
H 0.684 -2.539 0.282
H 0.220 -2.073 -1.259
*
```

Summary:
E_HOMO, eV: -2.99
LUMO, eV: 3.9
Structure (SMILES): O=CN[C@@H](C=O)C[S-]
Orbital gap, eV: 6.848
Energy above the lowest of the compared OMol25 structures with the same formula, charge and spin, kcal per mole: 20.52

Löwdin atomic charge list, values in e, 4 entries: O 0.01; C -0.36; N 0.02; C -0.37

***

9.
Entry from OMol25: a cluster of 3 separate species, C6H18O3 in total (wB97M-V/def2-TZVPD).

ORCA input file:
```
! RIJCOSX wB97M-V def2-TZVPD def2/J DEFGRID3
* xyz 0 1
C 6.423 -1.591 0.728
C 6.442 -2.962 1.563
O 5.910 -2.690 2.896
H 6.890 -1.684 -0.253
H 6.925 -0.705 1.116
H 5.407 -1.263 0.507
H 7.446 -3.368 1.685
H 5.730 -3.630 1.077
H 6.424 -1.957 3.241
C -5.760 2.494 1.642
C -6.136 1.257 2.489
O -6.374 1.536 3.862
H -4.698 2.711 1.523
H -6.198 3.432 1.983
H -6.049 2.273 0.615
H -5.234 0.645 2.466
H -6.916 0.628 2.060
H -7.263 1.252 4.089
C -0.875 1.202 -4.055
C -0.085 0.128 -3.243
O 0.060 -1.038 -3.998
H -0.618 2.236 -3.824
H -1.956 1.065 -4.049
H -0.547 1.062 -5.085
H -0.633 -0.059 -2.319
H 0.871 0.588 -2.995
H 0.815 -1.561 -3.721
*
```

Summary:
E_HOMO, eV: -10.15
LUMO, eV: 0.8
Structure (SMILES): CCO.CCO.CCO
Orbital gap, eV: 10.928
Energy above the lowest of the compared OMol25 structures with the same formula, charge and spin, kcal per mole: 37.34

Löwdin atomic charge list, values in e, 4 entries: C -0.09; C -0.24; O -0.11; H 0.06

***

10.
Entry from OMol25: a structure of composition C25H22F14O3P2S2TeZr (wB97M-V/def2-TZVPD).

ORCA input file:
```
! RIJCOSX wB97M-V def2-TZVPD def2/J DEFGRID3
* xyz 1 2
Zr -2.331 2.031 0.883
C 0.543 4.466 5.944
C 1.004 4.288 4.522
O 0.628 2.934 4.092
P 0.229 2.516 2.624
S 0.976 -0.134 1.704
S -0.251 3.972 1.389
O -1.274 1.763 2.902
C -1.989 2.045 4.172
C -3.387 1.491 4.109
H 0.857 5.448 6.297
H 0.983 3.711 6.593
H -0.544 4.414 6.016
H 2.085 4.356 4.432
H 0.537 5.000 3.843
H -1.992 3.126 4.308
H -1.400 1.584 4.960
H -3.994 1.987 3.348
H -3.870 1.692 5.066
H -3.390 0.418 3.937
F 9.925 0.303 -0.409
C 9.231 0.118 0.728
F 9.411 1.219 1.484
F 9.784 -0.914 1.379
C 7.769 -0.104 0.444
C 7.074 0.886 -0.241
C 5.727 0.724 -0.503
C 5.063 -0.433 -0.092
C 5.778 -1.426 0.571
C 7.129 -1.262 0.849
P 3.262 -0.715 -0.276
C 2.808 0.483 -1.577
C 3.276 0.240 -2.868
C 2.875 1.036 -3.929
C 1.990 2.078 -3.707
C 1.514 2.332 -2.430
C 1.922 1.539 -1.371
C 1.513 2.952 -4.835
F 0.173 2.884 -4.966
F 1.817 4.246 -4.611
F 2.052 2.607 -6.011
C 2.754 0.169 1.278
C 2.556 -0.725 2.455
C 2.967 -0.255 3.782
C 3.470 0.973 3.934
C 3.616 1.887 2.813
C 3.276 1.519 1.572
C 3.976 1.438 5.272
F 3.341 2.567 5.659
F 3.796 0.530 6.234
F 5.283 1.730 5.212
H 7.590 1.782 -0.564
H 5.192 1.498 -1.040
H 5.281 -2.343 0.866
H 7.681 -2.034 1.367
H 3.959 -0.582 -3.053
H 3.243 0.838 -4.926
H 0.818 3.143 -2.259
H 1.524 1.755 -0.391
H 2.642 -1.792 2.280
H 2.910 -0.945 4.611
H 4.054 2.861 2.992
H 3.438 2.185 0.735
F -6.219 0.624 -1.218
Te -4.813 0.115 -0.124
F -0.983 1.575 -0.380
F -5.602 0.907 1.358
F -3.388 3.562 1.220
F -2.998 0.197 1.457
O -3.745 1.496 -0.613
*
```

Summary:
E_HOMO (spin up / spin down), eV: -11.28 / -11.34
LUMO (spin up / spin down), eV: -3.8 / -5.1
Orbital gap (spin up / spin down), eV: 7.451 / 6.199
Energy above the lowest of the compared OMol25 structures with the same formula, charge and spin, kcal per mole: 53.00

Löwdin atomic charge list, values in e, 4 entries: Zr 1.70; C -0.05; C -0.25; O -0.35

***

11.
Entry from OMol25: a structure of composition BH20NiO8 (wB97M-V/def2-TZVPD).

ORCA input file:
```
! RIJCOSX wB97M-V def2-TZVPD def2/J DEFGRID3
* xyz 2 4
Ni -1.695 0.546 -0.537
B 0.474 0.421 0.114
H 1.510 0.295 0.388
H 0.257 1.381 -0.330
H 0.177 -0.319 -0.613
H -0.193 0.323 0.956
O -2.544 0.360 1.478
H -2.070 0.131 2.277
H -3.468 0.311 1.724
O -0.775 0.553 -2.616
H -0.420 1.363 -2.983
H -0.658 -0.096 -3.310
O 1.603 1.231 3.054
H 2.490 1.277 2.698
H 1.077 0.865 2.343
O 2.623 0.798 -1.943
H 2.016 0.329 -1.370
H 3.458 0.778 -1.475
O -1.853 -1.522 -0.509
H -1.226 -2.245 -0.501
H -2.710 -1.949 -0.501
O 1.247 -1.757 1.740
H 1.019 -1.108 1.075
H 2.181 -1.618 1.901
O 0.441 -3.191 -0.801
H 0.734 -2.560 -0.143
H 1.234 -3.418 -1.286
O -1.797 2.584 -0.316
H -1.259 2.914 0.404
H -1.869 3.323 -0.920
*
```

Summary:
E_HOMO (spin up / spin down), eV: -17.97 / -17.14
LUMO (spin up / spin down), eV: -6.9 / -13.9
Orbital gap (spin up / spin down), eV: 11.035 / 3.261
Energy above the lowest of the compared OMol25 structures with the same formula, charge and spin, kcal per mole: 29.14

Löwdin atomic charge list, values in e, 4 entries: Ni 0.87; B -0.40; H 0.02; H 0.01

***

no.,E (hartree),largest force on an atom (eV/A)
1,-48415.3696,1.02
2,-7063.5595,7.54
3,-1685.7791,1.48
4,-3451.8356,5.65
5,-1694.9441,5.52
6,-1054.5364,4.88
7,-304.6609,0.73
8,-759.4710,3.06
9,-465.0504,2.97
10,-4383.9481,0.53
11,-2146.2093,4.59